P | This record from the Open Molecules 2025 dataset describes 2 unconnected molecules or ions with the total composition C3H9BS3. The level of theory is wB97M-V/def2-TZVPD.

The geometry in ORCA input format:
```
! RIJCOSX wB97M-V def2-TZVPD def2/J DEFGRID3
* xyz 0 1
B 0.369 -0.146 -0.341
C -1.299 -1.950 -1.735
C -1.613 2.047 1.200
C 2.989 -0.026 0.817
S 0.469 -1.481 -1.490
S -2.121 0.648 0.173
S 1.323 0.889 0.574
H -1.705 -1.994 -0.662
H -1.188 -2.970 -2.283
H -1.603 -1.050 -2.370
H -1.342 1.550 2.118
H -2.496 2.797 1.397
H -0.780 2.634 0.725
H 2.895 -1.066 0.370
H 3.215 -0.112 1.972
H 3.798 0.440 0.324
*
```

The value obtained for the HOMO energy is -7.9628 eV. The HOMO-LUMO gap comes out at 7.75 eV.

***

Q | This record from the Open Molecules 2025 dataset describes 2 unconnected molecules or ions with the total composition C3H9BS3. The level of theory is wB97M-V/def2-TZVPD.

The geometry in ORCA input format:
```
! RIJCOSX wB97M-V def2-TZVPD def2/J DEFGRID3
* xyz 0 1
B -0.416 0.138 0.131
C -0.485 2.724 1.692
C 2.854 -2.113 0.054
C -2.269 -0.570 -1.842
S -1.355 1.494 0.688
S 2.858 -0.397 0.596
S -0.876 -1.227 -0.854
H 0.584 2.550 1.736
H -0.760 2.578 2.689
H -0.905 3.719 1.269
H 2.165 -2.198 -0.875
H 2.479 -2.741 0.795
H 3.780 -2.649 -0.187
H -2.807 -0.048 -1.087
H -2.879 -1.370 -2.166
H -1.969 0.109 -2.638
*
```

The value obtained for the HOMO energy (spin up / spin down) is -7.7969 / -7.2906 eV. The HOMO-LUMO gap (spin up / spin down) comes out at 6.63 / 5.73 eV.

***

Last place for stability: Q

***

P | This record from the Open Molecules 2025 dataset describes C17H33NO2 in the gas phase. The level of theory is wB97M-V/def2-TZVPD.

The geometry in ORCA input format:
```
! RIJCOSX wB97M-V def2-TZVPD def2/J DEFGRID3
* xyz 0 1
C -6.542 -0.596 0.650
H -7.117 -1.523 0.641
H -6.137 -0.444 1.653
H -7.166 0.246 0.360
O -5.489 -0.659 -0.302
C -4.617 -1.667 -0.158
O -4.698 -2.492 0.712
C -3.542 -1.610 -1.217
H -3.776 -0.812 -1.919
C -2.168 -1.396 -0.571
C -2.087 -0.133 0.287
C -2.349 1.152 -0.497
C -2.112 2.420 0.329
C -0.653 2.668 0.717
C 0.235 3.011 -0.477
C 1.708 3.189 -0.102
C 2.375 1.932 0.460
H 3.430 2.146 0.645
H 1.921 1.678 1.417
C 2.303 0.741 -0.497
N 3.246 -0.302 -0.133
C 2.813 -1.054 1.032
C 3.910 -2.011 1.486
C 4.263 -2.976 0.360
C 4.641 -2.167 -0.875
C 3.512 -1.207 -1.237
H 3.803 -0.612 -2.106
H 2.609 -1.789 -1.508
H 5.540 -1.585 -0.666
H 4.844 -2.826 -1.721
H 5.088 -3.626 0.658
H 3.400 -3.607 0.135
H 4.793 -1.429 1.754
H 3.574 -2.557 2.370
H 2.593 -0.351 1.837
H 1.891 -1.627 0.814
H 1.273 0.346 -0.543
H 2.572 1.092 -1.498
H 2.253 3.507 -0.994
H 1.793 3.988 0.638
H 0.156 2.233 -1.235
H -0.125 3.941 -0.926
H -0.263 1.787 1.226
H -0.618 3.497 1.429
H -2.711 2.355 1.241
H -2.473 3.279 -0.241
H -1.716 1.168 -1.386
H -3.388 1.160 -0.831
H -1.089 -0.096 0.727
H -2.803 -0.207 1.109
H -1.948 -2.260 0.059
H -1.416 -1.349 -1.361
H -3.540 -2.565 -1.747
*
```

As for the SMILES: COC(=O)CCCCCCCCCCN1CCCCC1. The value obtained for the HOMO energy is -8.5245 eV. The HOMO-LUMO gap comes out at 9.44 eV.

***

Q | This record from the Open Molecules 2025 dataset describes C17H33NO2 in the gas phase. The level of theory is wB97M-V/def2-TZVPD.

The geometry in ORCA input format:
```
! RIJCOSX wB97M-V def2-TZVPD def2/J DEFGRID3
* xyz 0 1
C -8.211 -1.643 -0.468
H -8.446 -1.335 -1.489
H -8.012 -2.710 -0.426
H -9.052 -1.383 0.179
O -7.028 -0.998 -0.019
C -7.067 0.342 0.036
O -8.039 0.987 -0.256
C -5.736 0.902 0.467
H -5.290 0.230 1.199
C -4.826 1.024 -0.763
C -3.495 1.709 -0.450
C -2.629 0.993 0.588
C -2.242 -0.427 0.179
C -1.231 -1.060 1.138
C 0.196 -0.524 0.998
C 0.903 -1.046 -0.252
C 2.269 -0.404 -0.487
H 2.642 -0.726 -1.462
H 2.156 0.682 -0.513
C 3.301 -0.787 0.586
N 4.658 -0.334 0.365
C 5.326 -0.932 -0.772
C 6.828 -0.677 -0.666
C 7.098 0.823 -0.630
C 6.304 1.446 0.514
C 4.823 1.105 0.362
H 4.258 1.519 1.202
H 4.443 1.565 -0.569
H 6.661 1.044 1.463
H 6.432 2.530 0.525
H 8.164 1.015 -0.501
H 6.786 1.272 -1.577
H 7.197 -1.134 0.254
H 7.341 -1.139 -1.512
H 5.129 -2.007 -0.763
H 4.964 -0.523 -1.733
H 2.987 -0.383 1.553
H 3.334 -1.877 0.673
H 1.022 -2.130 -0.173
H 0.278 -0.849 -1.126
H 0.181 0.567 0.973
H 0.764 -0.825 1.880
H -1.210 -2.140 0.971
H -1.574 -0.894 2.162
H -1.834 -0.412 -0.833
H -3.136 -1.052 0.164
H -1.723 1.587 0.728
H -3.147 0.965 1.549
H -3.697 2.723 -0.095
H -2.930 1.792 -1.381
H -4.648 0.031 -1.175
H -5.347 1.612 -1.523
H -5.895 1.886 0.908
*
```

As for the SMILES: COC(=O)CCCCCCCCCCN1CCCCC1. The value obtained for the HOMO energy is -8.2249 eV. The HOMO-LUMO gap comes out at 9.12 eV.

***

Last place for stability: Q

***

P | This record from the Open Molecules 2025 dataset describes 8 unconnected molecules or ions with the total composition H14IO7. The level of theory is wB97M-V/def2-TZVPD.

The geometry in ORCA input format:
```
! RIJCOSX wB97M-V def2-TZVPD def2/J DEFGRID3
* xyz -1 1
I 0.154 0.228 0.219
O -2.085 -2.379 -0.572
H -1.371 -1.764 -0.403
H -2.855 -1.966 -0.180
O 0.353 -2.089 3.218
H 0.667 -1.805 2.359
H 0.832 -2.898 3.393
O 3.496 0.635 1.430
H 2.605 0.337 1.245
H 3.385 1.351 2.055
O -1.450 -0.390 -3.050
H -2.400 -0.307 -3.135
H -1.239 0.086 -2.247
O 1.599 3.281 1.212
H 1.541 3.971 0.551
H 1.131 2.540 0.828
O -2.756 2.032 0.216
H -3.505 1.484 0.452
H -2.094 1.414 -0.092
O 1.106 -1.287 -2.818
H 1.877 -1.806 -2.589
H 1.008 -0.670 -2.093
*
```

The value obtained for the HOMO energy is -5.5421 eV. The HOMO-LUMO gap comes out at 8.63 eV.

***

Q | This record from the Open Molecules 2025 dataset describes 8 unconnected molecules or ions with the total composition H14IO7. The level of theory is wB97M-V/def2-TZVPD.

The geometry in ORCA input format:
```
! RIJCOSX wB97M-V def2-TZVPD def2/J DEFGRID3
* xyz -1 1
I 1.545 8.156 -14.060
O 3.480 5.639 -15.913
H 2.828 6.240 -15.509
H 3.793 6.113 -16.690
O 1.853 8.623 -10.318
H 2.120 8.217 -11.160
H 1.799 9.562 -10.518
O -2.149 9.053 -13.497
H -2.417 8.197 -13.145
H -1.201 9.100 -13.302
O -0.172 8.754 -17.058
H 0.403 8.318 -17.695
H 0.335 8.724 -16.217
O -0.350 6.275 -11.538
H 0.425 5.846 -11.162
H -0.010 6.738 -12.324
O 3.767 6.278 -11.887
H 3.362 6.815 -12.591
H 3.375 5.406 -12.002
O 0.571 11.797 -13.730
H 0.904 10.883 -13.722
H 1.163 12.274 -13.140
*
```

The value obtained for the HOMO energy is -5.8012 eV. The HOMO-LUMO gap comes out at 8.72 eV.

***

Last place for stability: P

***

P | This record from the Open Molecules 2025 dataset describes C14H21NO3 in the gas phase. The level of theory is wB97M-V/def2-TZVPD.

The geometry in ORCA input format:
```
! RIJCOSX wB97M-V def2-TZVPD def2/J DEFGRID3
* xyz 0 1
C -2.052 -2.056 1.684
C -2.612 -2.418 0.311
C -2.442 -1.302 -0.719
C -3.222 -0.037 -0.371
C -2.952 1.090 -1.368
H -3.485 1.996 -1.062
H -3.252 0.805 -2.378
O -1.559 1.381 -1.480
C -0.988 1.983 -0.422
O -1.576 2.369 0.562
N 0.344 2.145 -0.633
H 0.746 1.633 -1.403
C 1.208 2.479 0.473
H 0.649 3.164 1.117
H 2.101 2.980 0.096
C 1.608 1.220 1.284
C 2.498 0.343 0.436
C 3.862 0.599 0.366
C 4.675 -0.166 -0.450
C 4.134 -1.194 -1.204
C 2.777 -1.457 -1.135
C 1.963 -0.690 -0.321
H 0.906 -0.898 -0.251
H 2.350 -2.260 -1.717
H 4.771 -1.792 -1.840
H 5.735 0.039 -0.496
H 4.287 1.398 0.958
O 0.471 0.496 1.685
H -0.235 1.115 1.913
H 2.172 1.561 2.170
H -4.294 -0.242 -0.368
H -2.938 0.313 0.621
H -2.768 -1.663 -1.698
H -1.382 -1.052 -0.797
H -3.671 -2.668 0.403
H -2.094 -3.306 -0.060
H -1.040 -1.666 1.600
H -2.667 -1.305 2.171
H -2.030 -2.936 2.323
*
```

As for the SMILES: CCCCCOC(=O)NC[C@@H](O)c1ccccc1. The value obtained for the HOMO energy is -9.2314 eV. The HOMO-LUMO gap comes out at 10.06 eV.

***

Q | This record from the Open Molecules 2025 dataset describes C14H21NO3 in the gas phase. The level of theory is wB97M-V/def2-TZVPD.

The geometry in ORCA input format:
```
! RIJCOSX wB97M-V def2-TZVPD def2/J DEFGRID3
* xyz 0 1
C -4.554 1.175 1.151
H -5.230 1.994 0.914
O -3.349 1.766 1.566
C -2.281 0.867 1.744
C -2.409 -0.002 3.002
H -3.227 -0.717 2.883
C -1.112 -0.759 3.294
N -0.774 -1.689 2.240
C 0.204 -1.444 1.339
O 0.917 -0.465 1.399
C 0.347 -2.524 0.274
C 1.111 -2.006 -0.940
C 0.298 -0.952 -1.699
H -0.005 -0.145 -1.021
O 0.986 -0.436 -2.814
C 1.967 0.497 -2.625
C 2.338 1.047 -1.402
C 3.339 2.003 -1.360
C 3.979 2.419 -2.513
C 3.609 1.870 -3.730
C 2.613 0.918 -3.788
H 2.310 0.481 -4.727
H 4.100 2.185 -4.639
H 4.759 3.164 -2.465
H 3.619 2.423 -0.405
H 1.869 0.746 -0.478
H -0.604 -1.411 -2.119
H 1.344 -2.828 -1.619
H 2.050 -1.561 -0.606
H 0.894 -3.358 0.722
H -0.640 -2.886 -0.022
H -1.374 -2.490 2.118
H -1.205 -1.306 4.237
H -0.278 -0.058 3.367
H -2.641 0.645 3.848
H -2.175 0.226 0.855
H -1.389 1.493 1.826
H -4.405 0.558 0.256
H -5.004 0.558 1.937
*
```

As for the SMILES: COCCCNC(=O)CCCOc1ccccc1. The value obtained for the HOMO energy is -8.2115 eV. The HOMO-LUMO gap comes out at 8.81 eV.

***

Last place for stability: Q